No. 1
{"formula": "C4H4S", "method": "ωB97M-V with the def2-TZVPD basis set", "elements": ["C", "C", "H", "C", "H", "S", "H", "H", "C"], "xyz": [[-1.323, -0.419, 0.292], [0.024, -0.169, 0.830], [2.005, 0.204, 1.609], [1.080, 0.174, 1.296], [-1.515, -1.032, -0.529], [2.057, 0.020, -2.549], [-1.996, -0.668, 1.160], [-1.592, 0.628, 0.014], [1.262, 1.263, -2.123]], "mulliken_charge": [-0.995, -0.387, 0.516, 0.027, 0.315, -0.029, 0.272, 0.267, 0.014], "molar_mass_g_mol": 84.14, "e_homo_ev": -9.86, "multiplicity": 1, "de_lowest_kcal_mol": 99.5, "e_lumo_ev": -0.006, "homo_lumo_gap_ev": 9.858}

No. 2
{"formula": "C10H14N", "method": "ωB97M-V with the def2-TZVPD basis set", "elements": ["C", "H", "H", "N", "H", "C", "C", "C", "C", "H", "H", "C", "H", "C", "H", "H", "H", "C", "H", "H", "H", "C", "H", "H", "C"], "xyz": [[2.717, -1.161, -0.291], [0.404, -1.336, -1.643], [0.401, -2.324, -0.076], [1.473, 0.817, 0.372], [-1.757, -2.088, 1.383], [2.546, 1.713, 0.748], [0.280, -1.257, -0.569], [-3.541, 0.511, 0.140], [-1.021, -0.566, -0.173], [2.804, -1.241, -1.399], [3.696, -0.648, -0.045], [-3.221, -0.600, 0.851], [2.018, 2.729, 0.900], [-1.941, -1.096, 0.780], [2.628, -2.198, 0.048], [-4.495, 1.027, 0.231], [3.263, 1.852, -0.062], [1.473, -0.389, -0.134], [-3.829, -1.301, 1.380], [-2.800, 1.962, -1.349], [-0.790, 0.970, -1.659], [-1.409, 0.571, -0.885], [0.615, 1.371, 0.387], [3.124, 1.578, 1.740], [-2.639, 1.102, -0.675]], "mulliken_charge": [-1.202, 0.442, 0.509, -0.110, 0.185, -0.986, -0.828, -0.492, 0.502, 0.370, 0.342, -0.462, 0.338, -0.428, 0.366, 0.368, 0.405, 0.756, 0.384, 0.320, 0.493, -0.528, 0.374, 0.318, -0.435], "smiles": "C/[NH+]=C(\\C)Cc1ccccc1", "molar_mass_g_mol": 148.23, "e_homo_ev": -12.76, "charge": 1, "multiplicity": 1, "de_lowest_kcal_mol": 0.0, "e_lumo_ev": -4.051, "homo_lumo_gap_ev": 8.707}

Please write out number 2 again, unchanged.
{"formula": "C10H14N", "method": "ωB97M-V with the def2-TZVPD basis set", "elements": ["C", "H", "H", "N", "H", "C", "C", "C", "C", "H", "H", "C", "H", "C", "H", "H", "H", "C", "H", "H", "H", "C", "H", "H", "C"], "xyz": [[2.717, -1.161, -0.291], [0.404, -1.336, -1.643], [0.401, -2.324, -0.076], [1.473, 0.817, 0.372], [-1.757, -2.088, 1.383], [2.546, 1.713, 0.748], [0.280, -1.257, -0.569], [-3.541, 0.511, 0.140], [-1.021, -0.566, -0.173], [2.804, -1.241, -1.399], [3.696, -0.648, -0.045], [-3.221, -0.600, 0.851], [2.018, 2.729, 0.900], [-1.941, -1.096, 0.780], [2.628, -2.198, 0.048], [-4.495, 1.027, 0.231], [3.263, 1.852, -0.062], [1.473, -0.389, -0.134], [-3.829, -1.301, 1.380], [-2.800, 1.962, -1.349], [-0.790, 0.970, -1.659], [-1.409, 0.571, -0.885], [0.615, 1.371, 0.387], [3.124, 1.578, 1.740], [-2.639, 1.102, -0.675]], "mulliken_charge": [-1.202, 0.442, 0.509, -0.110, 0.185, -0.986, -0.828, -0.492, 0.502, 0.370, 0.342, -0.462, 0.338, -0.428, 0.366, 0.368, 0.405, 0.756, 0.384, 0.320, 0.493, -0.528, 0.374, 0.318, -0.435], "smiles": "C/[NH+]=C(\\C)Cc1ccccc1", "molar_mass_g_mol": 148.23, "e_homo_ev": -12.76, "charge": 1, "multiplicity": 1, "de_lowest_kcal_mol": 0.0, "e_lumo_ev": -4.051, "homo_lumo_gap_ev": 8.707}

What did the second record say?
{"formula": "C10H14N", "method": "ωB97M-V with the def2-TZVPD basis set", "elements": ["C", "H", "H", "N", "H", "C", "C", "C", "C", "H", "H", "C", "H", "C", "H", "H", "H", "C", "H", "H", "H", "C", "H", "H", "C"], "xyz": [[2.717, -1.161, -0.291], [0.404, -1.336, -1.643], [0.401, -2.324, -0.076], [1.473, 0.817, 0.372], [-1.757, -2.088, 1.383], [2.546, 1.713, 0.748], [0.280, -1.257, -0.569], [-3.541, 0.511, 0.140], [-1.021, -0.566, -0.173], [2.804, -1.241, -1.399], [3.696, -0.648, -0.045], [-3.221, -0.600, 0.851], [2.018, 2.729, 0.900], [-1.941, -1.096, 0.780], [2.628, -2.198, 0.048], [-4.495, 1.027, 0.231], [3.263, 1.852, -0.062], [1.473, -0.389, -0.134], [-3.829, -1.301, 1.380], [-2.800, 1.962, -1.349], [-0.790, 0.970, -1.659], [-1.409, 0.571, -0.885], [0.615, 1.371, 0.387], [3.124, 1.578, 1.740], [-2.639, 1.102, -0.675]], "mulliken_charge": [-1.202, 0.442, 0.509, -0.110, 0.185, -0.986, -0.828, -0.492, 0.502, 0.370, 0.342, -0.462, 0.338, -0.428, 0.366, 0.368, 0.405, 0.756, 0.384, 0.320, 0.493, -0.528, 0.374, 0.318, -0.435], "smiles": "C/[NH+]=C(\\C)Cc1ccccc1", "molar_mass_g_mol": 148.23, "e_homo_ev": -12.76, "charge": 1, "multiplicity": 1, "de_lowest_kcal_mol": 0.0, "e_lumo_ev": -4.051, "homo_lumo_gap_ev": 8.707}